This record from the OMol25 dataset describes a cluster of 2 separate species, H4O2 in total. The level of theory is the ωB97M-V functional and the def2-TZVPD basis.

Computed properties:
Kohn-Sham gap, Ha: 0.42668
SMILES: O.O
ΔE to the lowest compared entry with this formula, charge and spin, eV: 0.2437

Positions of all 6 atoms, in Å:
O -1.09 -1.10 -0.97
H -0.42 -0.38 -1.06
H -1.05 -1.13 0.02
O 0.89 0.79 0.30
H 1.38 0.36 0.96
H 0.28 1.46 0.74


This record from the OMol25 dataset describes a cluster of 2 separate species, CH3I3Si in total. The level of theory is the ωB97M-V functional and the def2-TZVPD basis.

Computed properties:
Kohn-Sham gap, Ha: 0.26763
ΔE to the lowest compared entry with this formula, charge and spin, eV: 6.7509

Positions of all 8 atoms, in Å:
C -4.35 0.98 0.50
Si 0.35 -1.73 0.30
I -5.23 -0.65 1.44
I -4.83 1.12 -1.52
I -1.53 -1.51 -1.29
H 0.01 -2.55 1.52
H 0.39 -0.45 1.12
H 1.51 -2.12 -0.65


This record from the OMol25 dataset describes a structure of composition C39H77N4O3S2SbSi4Ti. The level of theory is the ωB97M-V functional and the def2-TZVPD basis.

Computed properties:
Kohn-Sham gap (alpha / beta), Ha: 0.22622 / 0.26972
Spin multiplicity: 3
ΔE to the lowest compared entry with this formula, charge and spin, eV: 0.0000

Positions of all 131 atoms, in Å:
Ti -0.93 0.99 0.80
C -1.49 4.06 4.24
Sb -1.82 3.45 2.17
C -1.49 1.27 2.73
C -0.67 1.10 3.93
C 0.73 1.19 3.95
C 1.42 0.99 5.13
C 0.71 0.67 6.29
C -0.67 0.59 6.19
N -1.34 0.82 5.07
Si -3.31 0.81 2.89
C -3.84 0.92 1.05
C -3.79 -0.88 3.55
C -4.44 2.01 3.84
C -0.09 4.33 1.01
C 0.86 3.34 0.43
C 1.97 3.78 -0.30
C 2.94 2.92 -0.75
C 2.81 1.57 -0.44
C 1.70 1.16 0.25
N 0.69 1.99 0.64
Si 0.87 5.58 2.08
C -0.36 6.80 2.87
C 2.12 6.73 1.22
C 1.90 4.57 3.30
Si -1.14 5.12 -0.41
C -2.62 6.16 0.18
C -0.15 6.33 -1.50
C -1.82 3.72 -1.47
H -1.76 3.20 4.85
H -2.17 4.88 4.46
H -0.47 4.36 4.45
H 1.26 1.40 3.03
H 2.50 1.06 5.16
H 1.21 0.49 7.23
H -1.27 0.35 7.06
H -3.04 0.53 0.38
H -4.09 1.94 0.74
H -4.71 0.30 0.88
H -3.43 -1.69 2.92
H -4.88 -0.94 3.60
H -3.41 -1.02 4.56
H -4.43 3.02 3.44
H -4.12 2.06 4.89
H -5.46 1.64 3.82
H 2.06 4.84 -0.49
H 3.79 3.28 -1.32
H 3.57 0.85 -0.72
H 1.58 0.11 0.51
H -0.42 7.71 2.27
H -0.04 7.08 3.87
H -1.36 6.38 2.94
H 1.71 7.24 0.34
H 3.02 6.19 0.90
H 2.43 7.49 1.93
H 1.42 3.62 3.55
H 2.07 5.12 4.24
H 2.87 4.35 2.86
H -2.45 6.61 1.16
H -3.52 5.55 0.26
H -2.81 6.97 -0.53
H 0.07 7.24 -0.93
H -0.77 6.62 -2.35
H 0.78 5.92 -1.88
H -1.97 2.80 -0.89
H -1.13 3.48 -2.27
H -2.78 3.98 -1.92
C -0.49 -3.05 3.88
C -0.13 -3.32 2.42
C 1.08 -2.47 2.04
C 0.19 -4.81 2.28
O -1.28 -2.99 1.64
Si -1.63 -2.63 0.07
S -0.67 -0.92 -0.69
O -3.26 -2.41 0.18
C -4.27 -2.64 -0.82
C -3.84 -2.10 -2.19
C -5.53 -1.89 -0.38
C -4.60 -4.13 -0.89
O -1.43 -3.87 -0.96
C -0.55 -4.73 -1.65
C -0.65 -6.12 -1.01
C 0.88 -4.20 -1.63
C -1.02 -4.80 -3.10
H 0.35 -3.29 4.52
H -1.35 -3.66 4.16
H -0.75 -2.00 4.01
H 1.91 -2.64 2.73
H 0.79 -1.42 2.09
H 1.41 -2.69 1.02
H 0.94 -5.09 3.01
H 0.56 -5.04 1.28
H -0.72 -5.39 2.46
H -3.47 -1.08 -2.09
H -4.70 -2.10 -2.87
H -3.05 -2.71 -2.62
H -5.43 -0.82 -0.54
H -5.71 -2.08 0.68
H -6.39 -2.25 -0.95
H -3.70 -4.70 -1.11
H -5.34 -4.32 -1.66
H -4.99 -4.46 0.07
H -0.51 -6.05 0.07
H 0.09 -6.80 -1.43
H -1.65 -6.53 -1.19
H 1.27 -4.12 -0.62
H 0.91 -3.21 -2.09
H 1.53 -4.87 -2.20
H -2.05 -5.17 -3.15
H -0.38 -5.48 -3.66
H -0.98 -3.81 -3.56
C 2.38 -0.79 -3.30
N 2.58 0.32 -4.22
C 3.49 0.01 -5.31
C 1.74 1.39 -4.25
S 0.32 1.44 -3.38
N 2.14 2.41 -5.08
C 1.18 3.43 -5.48
C 3.51 2.89 -5.08
H 3.33 -1.04 -2.81
H 2.02 -1.67 -3.83
H 1.64 -0.53 -2.54
H 3.33 -1.02 -5.63
H 4.54 0.11 -5.01
H 3.30 0.67 -6.16
H 0.19 2.99 -5.56
H 1.49 3.82 -6.45
H 1.13 4.26 -4.76
H 4.14 2.24 -4.47
H 3.55 3.89 -4.65
H 3.92 2.93 -6.09


This record from the OMol25 dataset describes a structure of composition C26H28N2O3PSTl. The level of theory is the ωB97M-V functional and the def2-TZVPD basis.

Computed properties:
Kohn-Sham gap, Ha: 0.24944
Charge: +2
ΔE to the lowest compared entry with this formula, charge and spin, eV: 0.9502

Positions of all 62 atoms, in Å:
Tl 0.08 -1.43 -2.53
O -3.41 -1.95 -2.34
C -3.60 -1.85 -1.23
C -4.02 -1.81 0.08
C -5.38 -2.03 0.42
C -5.72 -2.03 1.74
C -4.74 -1.82 2.73
C -3.41 -1.60 2.39
C -3.02 -1.59 1.07
P -1.29 -1.27 0.46
C -0.46 -2.45 1.59
C 0.54 -2.14 2.51
C 1.01 -3.13 3.36
C 0.53 -4.43 3.27
C -0.41 -4.75 2.30
C -0.90 -3.77 1.46
C -1.21 0.45 1.08
C -1.69 1.39 0.17
C -1.78 2.73 0.52
C -1.36 3.14 1.78
C -0.88 2.20 2.68
C -0.81 0.86 2.34
H -6.12 -2.19 -0.36
H -6.74 -2.20 2.04
H -5.04 -1.82 3.77
H -2.67 -1.44 3.17
H 0.95 -1.14 2.56
H 1.76 -2.89 4.10
H 0.89 -5.19 3.95
H -0.77 -5.77 2.21
H -1.62 -4.02 0.70
H -1.99 1.08 -0.83
H -2.18 3.45 -0.18
H -1.42 4.18 2.06
H -0.56 2.52 3.67
H -0.45 0.15 3.07
C 4.31 -0.97 -0.53
S 3.51 -2.49 -1.14
C 3.68 -3.47 0.37
O 2.04 -2.14 -1.22
H 5.15 -1.21 0.10
H 3.55 -0.40 0.00
H 4.66 -0.41 -1.40
H 4.73 -3.48 0.68
H 3.37 -4.49 0.13
H 3.04 -3.06 1.14
N 0.90 0.98 -2.31
C 1.40 1.99 -2.59
N 1.96 3.12 -2.90
C 1.86 4.32 -2.05
C 1.29 5.46 -2.89
O 2.04 5.65 -4.07
C 2.04 4.50 -4.89
C 2.67 3.32 -4.17
H 2.86 4.58 -1.71
H 1.22 4.11 -1.20
H 1.35 6.39 -2.33
H 0.24 5.26 -3.13
H 2.62 4.75 -5.78
H 1.02 4.25 -5.20
H 3.72 3.54 -3.95
H 2.62 2.42 -4.77


This record from the OMol25 dataset describes a cluster of 2 separate species, C4H9P in total. The level of theory is the ωB97M-V functional and the def2-TZVPD basis.

Computed properties:
Kohn-Sham gap (alpha / beta), Ha: 0.30923 / 0.32570
Spin multiplicity: 3
ΔE to the lowest compared entry with this formula, charge and spin, eV: 2.1886

Positions of all 14 atoms, in Å:
C 2.09 -1.07 0.24
C 1.60 -0.27 -0.88
C -1.42 0.45 0.50
C -1.33 0.47 -0.96
P 2.41 0.78 0.28
H 1.37 -1.40 0.98
H 2.90 -1.77 0.08
H 1.88 -0.40 -1.91
H -1.66 -0.54 0.88
H -2.14 1.17 0.88
H -0.46 0.76 0.96
H -1.15 1.40 -1.48
H -1.52 -0.41 -1.54
H 1.27 1.04 1.09


This record from the OMol25 dataset describes a cluster of 4 separate species, C26H45ClO6 in total. The level of theory is the ωB97M-V functional and the def2-TZVPD basis.

Computed properties:
Kohn-Sham gap, Ha: 0.35784
SMILES: C#CCCC[C@@H]1OC(=O)C[C@]1(CC#C)CC(=O)Cl.CCOCC.CCOCC.CCOCC

Positions of all 78 atoms, in Å:
C -1.06 -5.03 -1.25
C -1.30 -4.69 -0.13
C -1.62 -4.20 1.22
C -2.23 -2.78 1.13
C -1.17 -1.67 1.29
C -0.75 -1.00 -0.01
O 0.35 -0.12 0.35
C 0.28 1.06 -0.27
O 1.11 1.92 -0.21
C -1.04 1.15 -1.02
C -1.81 -0.15 -0.81
C -2.09 -1.02 -2.10
C -1.36 -0.59 -3.30
C -0.81 -0.13 -4.26
C -3.15 0.00 -0.08
C -4.18 0.96 -0.66
O -5.25 1.09 -0.16
Cl -3.83 1.86 -2.15
H -0.91 -5.21 -2.29
H -0.74 -4.21 1.86
H -2.35 -4.87 1.67
H -2.73 -2.73 0.17
H -2.96 -2.69 1.94
H -1.46 -0.91 2.03
H -0.27 -2.13 1.70
H -0.26 -1.73 -0.65
H -0.91 1.50 -2.04
H -1.61 1.95 -0.54
H -3.16 -0.99 -2.35
H -1.86 -2.07 -1.92
H -0.34 0.02 -5.20
H -3.67 -0.95 -0.05
H -2.98 0.29 0.96
C 2.99 4.58 0.01
C 3.69 4.14 1.28
O 4.99 4.67 1.45
C 5.09 6.08 1.50
C 4.31 6.71 2.64
H 3.59 4.31 -0.86
H 2.02 4.09 -0.07
H 2.84 5.66 -0.02
H 3.81 3.05 1.27
H 3.07 4.37 2.16
H 4.80 6.51 0.54
H 6.16 6.28 1.63
H 3.24 6.54 2.54
H 4.48 7.79 2.64
H 4.64 6.31 3.59
C 5.19 4.90 -5.37
C 4.51 3.60 -5.76
O 5.09 2.45 -5.18
C 5.10 2.40 -3.76
C 3.72 2.46 -3.13
H 6.25 4.87 -5.64
H 4.72 5.74 -5.89
H 5.13 5.10 -4.30
H 4.59 3.45 -6.84
H 3.44 3.65 -5.53
H 5.74 3.19 -3.36
H 5.58 1.46 -3.51
H 3.21 3.39 -3.35
H 3.80 2.37 -2.05
H 3.10 1.64 -3.50
C -4.32 -7.73 3.21
C -3.67 -6.76 4.18
O -4.02 -5.40 3.96
C -5.40 -5.08 4.07
C -6.00 -5.38 5.42
H -4.07 -7.46 2.18
H -3.97 -8.74 3.40
H -5.41 -7.73 3.29
H -2.59 -6.80 4.07
H -3.89 -7.04 5.22
H -5.96 -5.58 3.27
H -5.46 -4.01 3.87
H -5.97 -6.45 5.66
H -7.05 -5.07 5.44
H -5.46 -4.85 6.21


This record from the OMol25 dataset describes a cluster of 4 separate species, C3H14O4S in total. The level of theory is the ωB97M-V functional and the def2-TZVPD basis.

Computed properties:
Kohn-Sham gap, Ha: 0.34589
SMILES: OCCCS.O.O.O
ΔE to the lowest compared entry with this formula, charge and spin, eV: 0.4649

Positions of all 22 atoms, in Å:
O 0.22 1.25 1.58
C -0.56 2.00 0.59
C -1.78 1.20 0.23
C -1.38 -0.09 -0.49
S -1.69 -0.07 -2.30
H 1.07 1.00 1.20
H -0.76 2.96 1.07
H 0.05 2.24 -0.29
H -2.42 1.02 1.09
H -2.43 1.79 -0.42
H -1.96 -0.93 -0.10
H -0.31 -0.28 -0.43
H -0.71 0.79 -2.62
O 1.33 -2.02 -1.10
H 0.55 -2.41 -1.51
H 1.75 -2.71 -0.58
O 2.79 0.57 -0.01
H 2.33 0.17 -0.75
H 3.53 0.08 0.34
O 0.01 -2.48 1.74
H -0.13 -1.53 1.86
H 0.50 -2.55 0.92


This record from the OMol25 dataset describes a cluster of 6 separate species, C43H86N7O4 in total. The level of theory is the ωB97M-V functional and the def2-TZVPD basis.

Computed properties:
Kohn-Sham gap, Ha: 0.12953
Charge: +5
ΔE to the lowest compared entry with this formula, charge and spin, eV: 1.8214

Positions of all 140 atoms, in Å:
N -15.37 8.20 -20.73
O -16.11 8.69 -21.53
O -14.32 8.72 -20.36
O -15.77 7.16 -20.27
C -11.49 6.32 -14.77
C -12.88 5.95 -14.25
C -13.48 4.76 -14.95
O -14.75 4.41 -14.48
C -15.35 3.50 -15.39
N -12.72 5.55 -12.79
H -11.93 4.92 -12.75
H -12.59 6.41 -12.28
H -13.59 5.17 -12.45
H -11.60 6.86 -15.72
H -10.80 5.49 -14.92
H -11.01 7.10 -14.18
H -13.63 6.73 -14.11
H -12.79 3.92 -14.95
H -13.61 5.14 -15.96
H -16.27 3.13 -14.93
H -14.67 2.73 -15.76
H -15.84 4.03 -16.21
C -20.63 7.43 -13.05
C -20.72 8.40 -14.34
C -20.69 9.88 -13.89
N -20.15 10.88 -15.01
C -21.33 11.02 -16.10
C -20.99 12.16 -17.06
C -20.67 13.53 -16.23
C -19.60 13.41 -15.18
C -19.95 12.25 -14.16
C -18.84 10.42 -15.60
H -21.14 7.87 -12.19
H -19.58 7.16 -12.93
H -21.09 6.46 -13.22
H -21.65 8.19 -14.86
H -19.94 8.14 -15.06
H -19.95 10.08 -13.12
H -21.65 10.17 -13.46
H -22.27 11.26 -15.59
H -21.47 10.05 -16.59
H -21.74 12.17 -17.84
H -20.09 11.89 -17.62
H -21.60 14.00 -15.91
H -20.28 14.24 -16.95
H -19.57 14.38 -14.67
H -18.62 13.37 -15.65
H -20.82 12.52 -13.56
H -19.14 12.03 -13.46
H -18.02 10.21 -14.91
H -18.34 11.30 -16.00
H -18.97 9.55 -16.25
C -24.04 1.77 -24.53
C -23.24 3.07 -24.13
C -21.80 3.17 -24.77
N -20.75 4.16 -24.28
C -19.49 4.10 -25.22
C -19.69 5.03 -26.46
C -20.13 6.39 -26.07
C -21.39 6.38 -25.18
C -21.25 5.56 -23.92
C -20.36 3.51 -22.94
H -23.40 0.89 -24.42
H -24.16 1.76 -25.61
H -24.99 1.71 -24.00
H -23.18 2.87 -23.06
H -23.91 3.91 -24.32
H -21.94 3.61 -25.76
H -21.46 2.14 -24.80
H -19.17 3.09 -25.49
H -18.69 4.54 -24.63
H -20.39 4.64 -27.20
H -18.80 5.13 -27.08
H -20.15 6.91 -27.02
H -19.26 6.92 -25.69
H -22.26 6.10 -25.77
H -21.51 7.42 -24.87
H -22.16 5.27 -23.40
H -20.52 6.06 -23.28
H -21.21 3.60 -22.26
H -19.56 4.17 -22.59
H -20.00 2.49 -22.93
C -12.11 5.42 -24.61
C -11.32 4.81 -23.51
C -12.02 3.60 -22.77
N -11.22 2.81 -21.68
C -10.28 1.80 -22.36
C -9.52 0.93 -21.34
C -10.49 0.26 -20.41
C -11.54 1.11 -19.85
C -12.30 2.10 -20.77
C -10.40 3.79 -20.85
H -12.22 4.73 -25.44
H -11.53 6.28 -24.94
H -13.04 5.88 -24.27
H -11.16 5.50 -22.68
H -10.37 4.47 -23.92
H -12.20 2.77 -23.46
H -12.98 3.88 -22.34
H -10.91 1.24 -23.06
H -9.57 2.47 -22.85
H -9.00 0.16 -21.90
H -8.73 1.46 -20.80
H -10.82 -0.67 -20.87
H -9.86 -0.03 -19.58
H -12.20 0.43 -19.30
H -11.14 1.81 -19.13
H -12.92 1.63 -21.53
H -12.95 2.86 -20.35
H -9.89 3.27 -20.04
H -11.08 4.57 -20.51
H -9.69 4.28 -21.53
C -13.92 13.19 -24.74
N -12.41 13.40 -24.57
C -11.82 13.23 -23.39
C -10.45 13.55 -23.24
C -9.71 13.89 -24.36
C -10.33 13.95 -25.60
C -11.73 13.79 -25.61
C -8.30 14.29 -24.22
C -7.49 13.60 -23.42
C -6.18 13.94 -23.19
N -5.60 14.93 -23.84
C -6.34 15.71 -24.62
C -7.69 15.44 -24.85
C -4.16 15.08 -23.95
H -14.31 14.14 -25.09
H -14.32 13.02 -23.73
H -14.02 12.33 -25.41
H -12.41 12.85 -22.57
H -10.05 13.44 -22.24
H -9.69 14.10 -26.46
H -12.28 13.79 -26.54
H -7.86 12.68 -22.98
H -5.55 13.23 -22.69
H -5.78 16.53 -25.05
H -8.34 15.84 -25.62
H -3.76 14.17 -24.41
H -3.85 15.10 -22.90
H -3.83 16.00 -24.43


This record from the OMol25 dataset describes a cluster of 2 separate species, C10H13O2 in total. The level of theory is the ωB97M-V functional and the def2-TZVPD basis.

Computed properties:
Kohn-Sham gap, Ha: 0.26705
Charge: -1
ΔE to the lowest compared entry with this formula, charge and spin, eV: 0.6633

Positions of all 25 atoms, in Å:
C 0.78 0.87 2.16
C 1.82 -0.23 1.78
C 1.24 2.36 2.03
O 2.41 2.56 2.41
O 0.38 3.14 1.55
H -0.19 0.71 1.69
H 0.62 0.67 3.22
H 1.70 -0.71 0.81
H 1.73 -0.98 2.57
H 2.80 0.24 1.75
C -1.38 1.45 -0.61
C -1.22 -2.34 -0.91
C -0.46 -2.47 -2.07
C -1.59 -1.08 -0.50
C -1.05 0.07 -1.08
C 0.17 -1.33 -2.59
C -0.22 -0.07 -2.19
H -1.67 -3.25 -0.53
H -0.24 -3.48 -2.39
H -2.26 -0.92 0.34
H 0.78 -1.59 -3.45
H -1.75 1.59 0.41
H -2.05 2.00 -1.27
H 0.12 0.80 -2.75
H -0.45 1.99 -0.39


Number 1: electronic energy -152.8660 Ha. Number 2: electronic energy -1222.3453 Ha. Number 3: electronic energy -5021.2949 Ha. Number 4: electronic energy -2254.2294 Ha. Number 5: electronic energy -498.9554 Ha. Number 6: electronic energy -1929.1367 Ha. Number 7: electronic energy -821.8265 Ha. Number 8: electronic energy -2372.3268 Ha. Number 9: electronic energy -539.3677 Ha.